{"formula": "C46H65Br9N5O12", "method": "the ωB97M-V functional and the def2-TZVPD basis", "e_tot_ha": -26134.22394, "relative_energy_kj_mol": 482.6, "total_charge": 1, "gap_ha": 0.2578, "e_homo_ev": -10.02, "species": ["O", "C", "H", "C", "H", "C", "C", "H", "H", "C", "Br", "H", "C", "H", "C", "H", "H", "H", "H", "C", "Br", "N", "H", "Br", "C", "C", "H", "Br", "H", "H", "C", "H", "C", "H", "H", "H", "H", "C", "C", "H", "H", "H", "C", "H", "C", "Br", "C", "O", "C", "H", "O", "H", "H", "H", "C", "H", "N", "H", "C", "H", "O", "O", "H", "H", "O", "C", "Br", "C", "H", "C", "H", "H", "C", "C", "C", "N", "C", "C", "C", "C", "N", "C", "H", "C", "C", "C", "C", "H", "H", "H", "H", "H", "H", "O", "C", "H", "H", "C", "H", "H", "O", "C", "Br", "N", "H", "H", "O", "C", "C", "C", "C", "H", "C", "H", "H", "H", "H", "Br", "H", "O", "C", "H", "H", "C", "O", "H", "H", "Br", "H", "H", "H", "C", "H", "O", "H", "H", "H"], "coordinates": [[-3.5619, 4.9711, -3.4259], [0.0827, -4.2501, -3.6511], [-0.8752, -0.9841, 2.6945], [6.1908, 3.4198, 4.7611], [0.2828, -0.6392, -6.6161], [-1.6860, 8.0027, -2.9945], [-2.0977, 8.8027, -3.9913], [-1.6523, -5.2302, -4.5575], [-0.4935, -5.8042, -2.5906], [-3.1340, 8.3581, -4.7918], [-5.0195, -1.7340, 5.3017], [0.2939, -1.3725, 4.5066], [3.4092, 2.2656, -3.0473], [5.8669, -0.1883, 2.1421], [1.1844, -0.7439, 4.5121], [0.5664, -1.7469, 1.4928], [-3.8738, 4.7943, -4.3164], [1.4715, -0.7773, 5.5631], [4.0330, 4.0147, 4.5477], [2.9021, 1.8137, -1.8382], [2.1867, 6.2793, 6.8363], [-3.5386, -3.9744, -3.1091], [0.5908, -2.8919, -0.7594], [-3.4224, 1.1795, 5.6574], [4.5390, 2.2769, 3.5181], [-5.1090, -0.3477, -2.4425], [3.6866, -4.3055, 0.4631], [-3.3001, -0.4232, -3.2502], [-3.2725, -3.2958, -3.8083], [3.2043, 4.3205, 8.3062], [-3.1221, 6.3167, -3.5608], [-1.7773, 10.2631, -5.1245], [1.6632, -4.9554, 0.3821], [-5.8320, -0.5627, -3.2294], [-2.8511, -0.8238, 0.3240], [-2.6926, 3.4134, -1.5702], [-1.5736, 5.9627, -2.2003], [1.6094, -4.2340, 3.0462], [-2.1388, 6.6847, -2.7710], [-1.9765, 0.4816, 2.6593], [-5.9994, 0.5678, 5.1484], [-2.3161, -1.8655, 1.4795], [0.0058, -2.4966, -5.6917], [-6.2571, -4.3434, -4.3608], [-1.9362, -1.3491, 0.5979], [-5.1232, -1.6946, -0.9430], [0.1892, 0.9492, 2.9208], [0.0104, -4.9930, -2.4916], [4.8596, 3.3478, 4.3517], [4.5708, -3.2853, 2.3825], [-4.1639, -5.7014, 2.2013], [0.0770, 1.4165, 0.0262], [6.7215, 2.3271, -2.4551], [1.8619, 1.5321, -1.7672], [-0.8979, -3.5650, -5.6872], [5.9351, 1.5034, -0.2141], [-0.8144, -0.2634, 0.8979], [-5.0797, -3.2687, -4.9519], [-1.4824, -2.2429, -0.5047], [3.9153, 1.4733, 1.1336], [3.8294, -3.4169, 2.9780], [5.3412, 2.8947, -4.3590], [-1.7224, -3.2833, -0.2858], [1.5566, 1.2372, 4.4265], [-5.2048, -5.3356, -2.5596], [0.5292, -4.9122, 2.5322], [-4.9501, 0.4994, 2.9028], [0.5496, -5.2145, 1.1734], [-3.3094, -5.9982, -0.6091], [-2.0958, 1.8202, -0.0825], [-5.3095, -5.8106, -0.6447], [-0.8322, 8.4359, -2.4948], [-1.8304, 2.9241, -1.1171], [-4.2694, -5.5898, 1.0043], [-0.8793, -4.4760, -4.5694], [-3.2663, -5.5332, 0.2865], [0.9956, -3.2445, -3.7220], [3.7798, 1.5525, -0.7882], [-3.6392, 7.1164, -4.5762], [4.7873, 2.5022, -3.1850], [-5.3165, -5.9598, 0.3542], [5.1733, 1.6856, -0.9576], [-1.7195, -3.5738, -6.3882], [2.7441, -4.3343, 0.9896], [2.2370, 4.6308, 7.9108], [-5.0120, 0.2122, 4.8540], [2.7641, -4.0116, 2.3561], [1.0604, 0.7904, 2.2853], [-3.5591, 8.9852, -5.5615], [-0.0758, -6.3474, -0.1981], [-3.0120, 1.2981, -0.3583], [-2.2147, 2.1824, 0.9387], [-6.1760, -6.1546, 0.8476], [3.2526, 1.3171, 0.4569], [0.4039, -1.1684, 0.5833], [7.5362, 0.7673, 3.2056], [-3.2812, -3.8369, -2.1422], [6.9158, 1.5990, 3.5053], [1.8631, -3.3090, -3.0818], [-4.4613, 6.7669, -5.1831], [0.0483, -1.5607, -6.7484], [-0.9956, 0.0661, 2.4286], [1.7434, 2.9707, 6.8670], [-5.3495, -3.9204, -4.2289], [4.7591, 2.5492, -5.0398], [-0.0415, -1.4922, -1.5857], [6.5504, 4.4194, 5.7117], [7.2250, 2.5893, 4.3811], [-4.7141, -4.4081, -3.2293], [5.6986, 2.1243, -2.1741], [0.6672, 0.6192, 4.3034], [8.1632, 2.6778, 4.9087], [-0.0144, -1.9961, -0.6196], [2.7458, 2.3376, -3.8965], [1.7671, -5.2837, -0.6415], [-1.3056, 3.6863, -0.5411], [7.3903, 4.8326, 5.4987], [1.1933, 4.9456, 9.5526], [1.2951, -0.5484, 0.4862], [-1.5797, 10.0670, -4.2058], [0.9128, -2.2838, -4.6881], [-1.1718, 2.6738, -1.9488], [-0.2977, -5.0505, 3.2131], [5.6067, 1.4954, 3.0801], [-0.4625, -5.8386, 0.5182], [-1.9138, -2.0777, -1.4920], [-0.0926, 0.9813, 4.9960], [-5.5367, 1.4784, -1.6915], [-0.2050, 1.9635, 2.8590], [1.7874, -1.0736, 3.6661], [-0.8039, 0.4522, -1.1579], [-0.8510, 0.8738, -0.1538], [1.7460, -3.9642, 4.0830], [5.1699, 0.4370, 2.3534], [1.6915, -1.5358, -4.6640], [-2.3505, -5.5248, 0.7123], [3.5024, 2.2260, 3.2196]], "forces_ev_per_angstrom": [[0.09, 1.21, -0.61], [-1.27, -1.84, 1.64], [-0.37, 0.35, 1.19], [0.60, 2.69, 1.83], [0.17, -0.32, 0.96], [2.15, -0.25, 1.43], [-1.14, 1.12, -0.98], [0.21, -0.16, 0.43], [-0.15, 0.08, -0.45], [-0.32, 0.23, -0.46], [0.20, 1.40, -0.34], [0.01, -0.68, -0.08], [0.84, -0.15, 0.14], [0.21, 0.05, 0.00], [-2.28, -1.02, 0.47], [-0.14, -0.46, -0.13], [-0.33, -0.66, 0.02], [1.14, -0.52, -0.41], [0.51, 0.41, 0.73], [0.69, -0.61, -0.08], [0.31, -1.23, 0.45], [5.91, 2.19, 1.47], [-0.04, 0.10, 0.27], [-1.56, -0.82, -0.44], [1.33, 1.59, 0.47], [0.72, 0.43, 1.35], [0.12, 0.35, -0.35], [-0.92, 0.40, 0.14], [0.50, 0.23, 0.68], [0.05, 0.73, -0.53], [-2.24, -2.87, -1.27], [0.07, 0.36, -0.07], [0.99, 0.66, 1.49], [0.11, -0.15, 0.43], [0.24, 0.47, -0.16], [-0.24, -0.28, 0.28], [-0.25, 0.21, 0.47], [1.07, 0.09, 1.58], [2.38, 2.26, 0.62], [0.02, -0.25, -0.34], [0.61, 0.34, 0.35], [1.04, -0.05, 0.42], [-0.30, 2.32, -1.41], [0.08, 0.06, -0.25], [-1.66, 1.94, -0.18], [-0.50, 0.92, -1.23], [-1.28, -0.74, -0.93], [1.08, -0.12, 0.89], [0.48, -1.00, -0.71], [-0.08, -0.14, -0.22], [-0.33, 1.38, 3.43], [-0.04, 0.20, 0.00], [0.29, -0.37, 0.61], [-0.16, 0.28, 0.25], [0.17, 0.15, 1.37], [-0.48, -0.23, 0.63], [-1.73, -1.75, -1.06], [0.41, -0.08, 0.53], [-0.46, -1.55, 0.13], [0.32, -0.35, 0.06], [-0.38, -0.13, 0.30], [-0.15, 0.14, -0.53], [0.03, -0.06, 0.33], [-0.15, 0.67, 0.27], [0.08, 0.69, 0.52], [-0.46, 0.67, -0.52], [-0.04, -0.22, 0.63], [0.55, -0.22, -0.60], [0.13, 0.29, -0.03], [0.85, -1.15, -0.80], [-0.65, -0.07, -0.16], [0.17, -0.38, 0.62], [0.27, 0.98, 0.83], [-2.96, -2.92, 4.96], [-0.60, 2.06, -3.68], [8.24, 1.76, -6.01], [1.12, 0.05, 0.69], [0.79, 0.83, 0.50], [-0.64, -0.45, 0.08], [-0.03, -1.35, 0.86], [-4.82, -0.34, -2.17], [0.35, 0.36, -0.94], [0.24, -0.22, -0.36], [1.08, -0.52, 0.36], [-0.50, -0.37, 0.24], [0.88, -0.72, -0.34], [0.08, 0.40, -2.20], [-0.16, 0.30, -0.50], [0.01, 0.09, -0.16], [-0.08, 0.00, -0.09], [0.11, -0.30, 0.15], [-0.04, 0.31, -0.12], [0.27, 0.16, -0.19], [-0.71, -0.32, -0.36], [-0.03, 1.08, 0.52], [0.61, 0.23, 0.05], [0.76, -0.02, -0.13], [-0.72, -1.04, -0.82], [-0.16, 0.36, 0.50], [-0.10, -0.16, -0.05], [-1.23, -1.68, -0.72], [2.36, -0.52, -1.56], [-0.03, 1.28, 0.64], [-4.45, 1.25, -4.08], [0.11, 0.29, -0.47], [1.43, 0.62, 0.19], [-1.13, -0.50, -0.51], [-0.46, 0.18, 0.57], [-3.25, -4.45, 1.42], [-2.10, 0.96, -0.69], [0.43, 2.19, -0.12], [0.17, 0.01, -0.26], [0.80, 0.06, -0.83], [-0.04, 0.33, -0.14], [-0.35, 0.03, -0.09], [0.16, 0.39, -0.34], [0.07, -0.18, -0.21], [0.19, -0.43, -0.85], [-0.05, 0.08, -0.34], [0.16, -0.75, 0.36], [0.93, -0.97, 0.52], [0.01, -0.50, 0.08], [-0.33, -0.44, -0.40], [-1.57, -0.59, 0.54], [-1.09, -0.58, 0.45], [-0.42, 0.39, 0.36], [0.14, -0.43, 0.50], [0.36, -1.50, -0.78], [0.62, 0.27, -0.03], [0.77, -0.05, 0.66], [0.01, -0.33, 0.23], [-0.93, 0.09, 1.30], [-0.81, -0.07, 0.39], [-0.14, -1.08, -1.09], [-0.21, 0.31, -0.52], [-0.25, -0.09, 0.01], [0.08, -0.66, -0.35]]}